{
  "formula": "C35H32LiN9OS",
  "method": "ωB97M-V/def2-TZVPD",
  "total_energy_ha": -2326.78074,
  "fmax_ev_per_a": 0.8,
  "e_above_lowest_kj_mol": 30.7,
  "homo_ev": -7.20,
  "homo_lumo_gap_ha": 0.2688,
  "species": ["Li", "C", "C", "C", "C", "N", "C", "N", "C", "N", "C", "N", "C", "C", "C", "C", "C", "N", "C", "C", "C", "C", "C", "C", "H", "H", "H", "H", "H", "H", "H", "H", "H", "H", "H", "H", "C", "C", "C", "C", "N", "C", "N", "N", "N", "H", "H", "H", "H", "H", "H", "H", "H", "H", "H", "O", "S", "C", "C", "C", "C", "C", "C", "C", "C", "C", "C", "C", "C", "H", "H", "H", "H", "H", "H", "H", "H", "H", "H"],
  "xyz": [[-1.21776, -0.20562, 0.25962], [-2.31070, -4.34908, -0.69015], [-1.71079, -5.12064, 0.30497], [-1.20481, -4.48959, 1.41326], [-1.27797, -3.08767, 1.52805], [-1.82212, -2.34511, 0.55386], [-2.33383, -2.98559, -0.50437], [-0.76393, -2.58269, 2.71822], [-0.70396, -1.31629, 2.98898], [-1.01921, -0.23770, 2.23062], [-0.64830, 0.89160, 2.90297], [-0.68048, 2.13170, 2.54585], [-1.23708, 2.58151, 1.35281], [-1.05154, 3.95186, 1.09771], [-1.60827, 4.52722, -0.01776], [-2.38019, 3.73730, -0.86765], [-2.51022, 2.40500, -0.54593], [-1.94159, 1.81262, 0.51128], [-0.07014, 0.51268, 4.22748], [0.44982, 1.26792, 5.26077], [0.94283, 0.58064, 6.36603], [0.91005, -0.81379, 6.42119], [0.38156, -1.56136, 5.37250], [-0.10610, -0.86475, 4.28313], [-2.74429, -4.78613, -1.57866], [-1.65166, -6.19824, 0.21573], [-0.74889, -5.03402, 2.22777], [-2.80191, -2.35465, -1.25273], [-0.46940, 4.52161, 1.80762], [-1.45747, 5.58013, -0.22128], [-2.85837, 4.13636, -1.75135], [-3.11604, 1.75774, -1.17246], [0.47213, 2.34805, 5.19872], [1.35862, 1.13285, 7.19964], [1.29924, -1.31763, 7.29710], [0.34679, -2.64258, 5.39770], [4.96076, 1.95119, 1.89635], [4.62735, 0.63548, 2.58776], [3.52334, 0.81890, 3.62575], [4.29497, -0.46592, 1.58145], [3.09379, -0.18016, 0.80506], [1.81813, -0.33686, 1.14915], [1.05903, 0.16577, 0.20442], [1.91471, 0.63315, -0.73547], [3.13158, 0.43545, -0.38450], [5.27829, 2.69539, 2.62741], [4.08832, 2.35161, 1.37549], [5.75772, 1.83334, 1.16038], [5.52423, 0.27230, 3.10241], [2.61526, 1.22922, 3.17749], [3.83765, 1.52411, 4.39581], [3.25820, -0.11828, 4.12190], [4.11988, -1.41395, 2.09233], [5.09703, -0.61296, 0.86003], [1.49532, -0.80071, 2.06440], [-0.97795, -0.31562, -1.73258], [-2.09857, -0.18576, -2.73571], [-1.82823, -1.49005, -3.91626], [-2.87061, -1.92966, -4.71404], [-2.62527, -2.94629, -5.62835], [-1.36152, -3.51120, -5.71536], [-0.33329, -3.07191, -4.88963], [-0.56138, -2.05173, -3.97962], [-1.62293, 1.22138, -3.73090], [-0.40087, 1.80597, -3.43213], [-0.01316, 2.92711, -4.15513], [-0.83901, 3.44376, -5.14254], [-2.06553, 2.85067, -5.41479], [-2.46982, 1.73255, -4.70155], [-3.86005, -1.49922, -4.61745], [-3.42621, -3.30295, -6.26228], [-1.17744, -4.30736, -6.42490], [0.64687, -3.52622, -4.94899], [0.20795, -1.69708, -3.30595], [0.20898, 1.39838, -2.63501], [0.93465, 3.39847, -3.93064], [-0.53107, 4.31940, -5.69917], [-2.71347, 3.26253, -6.17731], [-3.43170, 1.27406, -4.89857]],
  "forces_ev_per_a": [[0.06, -0.06, 0.18], [0.02, -0.03, 0.06], [-0.02, 0.00, -0.04], [-0.01, -0.02, 0.03], [0.04, -0.04, 0.22], [0.08, 0.06, -0.07], [-0.03, 0.10, -0.02], [-0.08, 0.03, -0.20], [0.08, 0.01, 0.05], [-0.03, 0.14, -0.02], [-0.04, -0.21, 0.09], [-0.04, 0.05, -0.20], [0.06, 0.00, 0.22], [0.01, 0.04, 0.00], [-0.01, 0.02, -0.03], [0.02, 0.01, 0.05], [-0.01, -0.09, 0.01], [0.05, 0.03, -0.10], [-0.03, 0.21, -0.02], [0.00, -0.06, 0.02], [-0.01, -0.01, 0.00], [-0.01, 0.02, -0.01], [0.02, 0.05, 0.01], [-0.05, -0.19, -0.03], [0.01, -0.02, 0.00], [-0.01, 0.00, -0.02], [0.00, -0.01, -0.01], [0.02, -0.01, 0.01], [0.00, 0.00, 0.00], [-0.02, 0.00, -0.01], [0.00, 0.01, 0.00], [0.01, 0.01, -0.01], [0.00, 0.00, 0.00], [0.00, 0.00, 0.00], [0.00, 0.00, 0.00], [0.00, 0.00, 0.00], [-0.02, 0.06, -0.05], [0.09, -0.05, 0.08], [-0.03, 0.01, -0.03], [-0.15, -0.10, -0.10], [0.18, 0.04, 0.04], [-0.19, 0.05, 0.02], [0.19, -0.06, -0.10], [-0.13, -0.07, 0.03], [0.01, 0.07, -0.02], [0.00, -0.01, 0.01], [0.00, -0.01, 0.01], [0.01, -0.02, 0.01], [0.00, 0.03, 0.00], [0.02, 0.01, -0.01], [0.03, -0.01, 0.00], [0.00, 0.00, 0.00], [0.01, 0.02, 0.02], [0.03, 0.07, 0.01], [-0.02, -0.04, -0.02], [-0.73, -0.06, -0.25], [0.31, 0.05, 0.45], [0.22, -0.01, -0.07], [0.05, -0.06, -0.03], [-0.06, 0.04, 0.01], [0.03, -0.03, -0.02], [-0.01, 0.04, 0.05], [-0.09, -0.08, -0.07], [0.23, 0.04, 0.03], [-0.12, 0.09, -0.11], [0.00, -0.05, 0.06], [0.02, 0.02, -0.01], [-0.06, -0.02, -0.01], [0.02, 0.02, 0.00], [0.00, 0.02, 0.00], [0.00, -0.01, 0.00], [-0.01, 0.00, 0.00], [-0.01, -0.01, -0.02], [0.02, 0.00, -0.01], [0.05, 0.00, -0.03], [0.00, 0.01, -0.02], [-0.01, 0.00, 0.00], [0.01, 0.01, -0.01], [0.00, -0.02, 0.00]],
  "mulliken_charge": [1.02, -1.01, -0.33, -0.53, 0.18, -0.06, -0.19, -0.51, -0.58, -0.17, -0.39, -0.50, 0.28, -0.48, -0.44, -0.84, -0.60, -0.17, 0.28, 0.12, -0.64, -0.60, -0.16, 0.51, 0.44, 0.41, 0.46, 0.64, 0.48, 0.41, 0.44, 0.94, 0.51, 0.41, 0.40, 0.55, -1.59, 0.90, -1.34, -1.27, 0.83, -1.13, 0.72, -0.38, -0.95, 0.45, 0.27, 0.40, 0.36, 0.14, 0.50, 0.31, 0.42, 0.40, 0.81, -0.26, -0.15, 0.54, -0.21, -0.69, -0.44, -0.71, -0.40, 0.91, -0.51, -0.52, -0.54, -0.60, -0.70, 0.43, 0.41, 0.40, 0.42, 0.38, 0.53, 0.48, 0.40, 0.41, 0.36]
}